Formula: C28H47N2O23
Source: the OMol25 dataset
Level of theory: ωB97M-V with the def2-TZVPD basis set

The geometry in ORCA input format:
```
! RIJCOSX wB97M-V def2-TZVPD def2/J DEFGRID3
* xyz -1 1
O 7.583 -2.485 2.540
N 7.694 -3.305 1.701
O 7.373 -2.788 0.456
C 5.953 -2.956 0.183
C 5.558 -2.021 -1.028
N 4.058 -1.934 -1.102
C 3.458 -3.188 -1.570
O 2.442 -3.745 -0.693
C 1.375 -2.828 -0.549
C 1.306 -2.172 0.776
C 0.291 -1.167 1.077
C -0.659 -0.833 0.000
C -0.594 -1.497 -1.311
C 0.440 -2.517 -1.623
C 6.011 -0.527 -0.683
O 6.162 -0.132 0.490
O 6.167 0.280 -1.690
H 5.800 -4.028 -0.163
H 5.347 -2.777 1.111
H 5.942 -2.361 -2.021
H 3.786 -1.700 -0.144
H 4.193 -3.996 -1.821
H 2.928 -2.942 -2.545
H 2.045 -2.427 1.582
H 0.307 -0.690 2.082
H -1.422 -0.051 0.220
H -1.315 -1.214 -2.111
H 0.519 -3.014 -2.621
C -1.989 1.977 5.503
O -0.938 1.626 6.402
C 0.057 0.934 5.832
O 0.117 0.608 4.675
O 0.972 0.670 6.771
C 2.100 -0.069 6.298
H -2.738 2.531 6.066
H -1.614 2.618 4.704
H -2.457 1.082 5.091
H 2.632 0.492 5.529
H 1.789 -1.043 5.918
H 2.770 -0.223 7.141
C -1.271 -5.190 -0.602
O -2.347 -6.099 -0.343
C -3.486 -5.509 0.030
O -3.665 -4.326 0.156
O -4.401 -6.469 0.238
C -5.677 -5.980 0.644
H -0.403 -5.780 -0.894
H -1.523 -4.517 -1.421
H -1.018 -4.626 0.296
H -6.106 -5.338 -0.126
H -5.601 -5.446 1.592
H -6.330 -6.840 0.782
C 3.016 -6.767 -2.324
O 3.515 -6.495 -3.635
C 3.786 -7.585 -4.359
O 3.644 -8.726 -4.001
O 4.242 -7.186 -5.554
C 4.574 -8.254 -6.438
H 2.834 -5.812 -1.832
H 2.074 -7.315 -2.378
H 3.751 -7.322 -1.740
H 3.694 -8.862 -6.656
H 5.371 -8.869 -6.018
H 4.929 -7.813 -7.368
C -1.112 5.587 1.739
O -2.417 6.145 1.548
C -3.274 5.866 2.534
O -3.030 5.207 3.510
O -4.452 6.446 2.246
C -5.465 6.224 3.227
H -0.498 5.869 0.885
H -0.653 5.990 2.642
H -1.161 4.499 1.783
H -5.167 6.640 4.190
H -5.685 5.160 3.318
H -6.365 6.736 2.891
C -0.231 4.652 -2.117
O 0.801 4.331 -1.188
C 1.821 3.624 -1.712
O 1.910 3.261 -2.856
O 2.702 3.402 -0.740
C 3.857 2.643 -1.138
H -0.994 5.218 -1.583
H 0.156 5.272 -2.927
H -0.689 3.744 -2.514
H 4.419 3.164 -1.913
H 3.564 1.650 -1.477
H 4.497 2.532 -0.265
C -8.513 8.439 -2.600
O -7.539 8.559 -1.566
C -6.623 7.578 -1.558
O -6.574 6.653 -2.327
O -5.778 7.810 -0.550
C -4.737 6.836 -0.417
H -9.197 9.281 -2.508
H -8.041 8.481 -3.582
H -9.083 7.515 -2.487
H -4.114 6.816 -1.313
H -5.156 5.850 -0.216
H -4.123 7.125 0.418
*
```

Values from the calculation:
E_tot   -2935.0688 a.u.
Orbital gap   0.2241 Eh
Max |F|   3.92 eV/Å